Record 1
The following is a quantum chemistry calculation of a cluster of 3 separate species, FH2N2O in total in a non-equilibrium geometry, from OMol25.

Results
**Relative energy (zero: lowest compared OMol25 entry of this formula, charge and spin)**: 85.6 kJ/mol
**Calculated total energy**: -7774.5213 eV
**Total charge**: -1
**Lowest unoccupied orbital energy (alpha / beta)**: 5.11 / 5.18 eV

Each line ends with the Löwdin charge.
Geometry (Å):
N: -1.2659 -0.2062 0.3156  -0.1086
N: 0.8155 -0.6189 -0.4103  -0.0930
O: 1.5012 -1.0406 0.4521  -0.1236
F: 1.2452 1.1126 -0.5735  -0.5047
H: -0.8299 0.5522 0.8373  -0.0948
H: -1.4662 0.2009 -0.6212  -0.0753

---

Record 2
The following is a quantum chemistry calculation of a structure of composition C40H40IrN4P2S2 in a non-equilibrium geometry, from OMol25.

Results
**Multiplicity**: 2
**Relative energy (zero: lowest compared OMol25 entry of this formula, charge and spin)**: 332.3 kJ/mol
**Calculated total energy**: -91160.8696 eV
**Total charge**: +2
**Lowest unoccupied orbital energy (alpha / beta)**: -6.23 / -6.71 eV

Each line ends with the Löwdin charge.
Geometry (Å):
Ir: -0.1930 -0.8206 -0.7446  0.9309
S: 2.1620 -1.2481 0.7100  0.3950
P: 1.1916 0.1184 1.8506  0.5067
C: -0.1664 0.6419 0.8802  -0.5716
P: -0.2179 2.0754 -0.1087  0.4878
S: 0.1075 1.5130 -2.0140  0.4006
C: -1.9123 2.7177 -0.0451  -0.3781
C: -2.3199 3.6220 -1.0212  -0.1051
C: -3.6088 4.1230 -0.9889  -0.0604
C: -4.4860 3.7117 0.0057  -0.0606
C: -4.0829 2.7913 0.9615  -0.0647
C: -2.7920 2.2940 0.9408  -0.0923
C: 0.8598 3.4607 0.3510  -0.3416
C: 0.5066 4.2283 1.4564  -0.0777
C: 1.2852 5.3163 1.8001  -0.0569
C: 2.4084 5.6319 1.0495  -0.0508
C: 2.7686 4.8520 -0.0377  -0.0624
C: 1.9971 3.7590 -0.3871  -0.1030
C: 2.4082 1.3537 2.3855  -0.3533
C: 2.1645 2.1635 3.4888  -0.0806
C: 3.1195 3.0895 3.8654  -0.0597
C: 4.2999 3.2100 3.1468  -0.0506
C: 4.5301 2.4116 2.0378  -0.0623
C: 3.5818 1.4861 1.6508  -0.1176
C: 0.4571 -0.7204 3.2781  -0.3513
C: -0.9115 -0.9608 3.2492  -0.0945
C: -1.5095 -1.6425 4.2900  -0.0586
C: -0.7391 -2.0891 5.3528  -0.0509
C: 0.6301 -1.8654 5.3673  -0.0549
C: 1.2399 -1.1860 4.3278  -0.0732
H: -1.6291 3.9186 -1.8018  0.1001
H: -3.9276 4.8395 -1.7318  0.1141
H: -5.4909 4.1048 0.0344  0.1153
H: -4.7722 2.4538 1.7214  0.1172
H: -2.4565 1.5808 1.6825  0.0959
H: -0.3787 3.9798 2.0275  0.1174
H: 1.0077 5.9252 2.6474  0.1183
H: 3.0000 6.4941 1.3133  0.1166
H: 3.6432 5.1029 -0.6190  0.1138
H: 2.2618 3.1529 -1.2436  0.0755
H: 1.2431 2.0577 4.0457  0.1194
H: 2.9445 3.7106 4.7294  0.1166
H: 5.0472 3.9232 3.4565  0.1162
H: 5.4494 2.4963 1.4791  0.1136
H: 3.7526 0.8470 0.7940  0.0570
H: -1.4906 -0.6089 2.4035  0.0629
H: -2.5730 -1.8229 4.2699  0.1110
H: -1.2064 -2.6170 6.1695  0.1148
H: 1.2260 -2.2222 6.1920  0.1145
H: 2.3091 -1.0189 4.3267  0.1176
N: 2.8438 -0.5739 -5.1331  0.0561
C: 1.7994 -1.6319 -5.1224  -0.0901
C: 0.8720 -1.3741 -3.9294  -0.2062
N: 1.5842 -1.3398 -2.6646  -0.1318
C: 2.7042 -0.4149 -2.6950  -0.2473
C: 3.6463 -0.6381 -3.8824  -0.0897
H: 2.3735 0.3418 -5.1697  0.1922
H: 3.4470 -0.6611 -5.9587  0.1961
H: 2.2930 -2.6015 -5.0276  0.1461
H: 1.2390 -1.6079 -6.0573  0.1443
H: 0.1111 -2.1533 -3.8792  0.1308
H: 0.3692 -0.4103 -4.0583  0.0896
H: 1.9018 -2.2684 -2.4007  0.1192
H: 3.2625 -0.5158 -1.7636  0.0854
H: 2.2974 0.6001 -2.7483  0.0386
H: 4.1262 -1.6175 -3.8306  0.1448
H: 4.4178 0.1333 -3.9027  0.1443
N: -3.2961 0.4186 -1.7433  0.0131
C: -4.5819 0.4116 -1.3565  -0.0732
C: -4.6898 -0.5058 -0.3359  -0.0358
C: -3.3992 -1.0057 -0.1620  -0.1393
N: -2.5659 -0.4386 -1.0244  -0.0672
H: -2.8693 0.9916 -2.4572  0.1387
H: -5.3241 1.0313 -1.8139  0.1296
H: -5.5679 -0.7849 0.2052  0.1075
H: -3.0443 -1.7491 0.5260  0.1064
C: -0.6362 -2.8325 -0.8273  -0.2000
C: -1.0182 -3.9992 -0.8591  -0.1294
C: -1.5018 -5.3189 -0.9205  -0.2681
C: -1.2079 -6.2491 0.0926  -0.0290
C: -1.7161 -7.5297 0.0278  -0.0695
C: -2.5285 -7.9089 -1.0373  -0.0628
C: -2.8096 -7.0032 -2.0570  -0.0738
C: -2.3049 -5.7217 -2.0041  -0.0381
H: -0.5811 -5.9496 0.9182  0.1153
H: -1.4822 -8.2394 0.8087  0.1101
H: -2.9423 -8.9059 -1.0742  0.1092
H: -3.4259 -7.3016 -2.8935  0.1086
H: -2.5337 -5.0115 -2.7845  0.1093

---

Record 3
The following is a quantum chemistry calculation of a structure of composition C7H36B2CrO7 in a non-equilibrium geometry, from OMol25.

Results
**Multiplicity**: 4
**Relative energy (zero: lowest compared OMol25 entry of this formula, charge and spin)**: 0.0 kJ/mol
**Calculated total energy**: -51938.8210 eV
**Total charge**: +1
**Lowest unoccupied orbital energy (alpha / beta)**: -4.54 / -3.29 eV

Each line ends with the Löwdin charge.
Geometry (Å):
Cr: 0.3022 -0.7984 0.4434  0.8796
B: 0.4332 -2.8874 1.1456  -0.3153
H: 0.3457 -4.0646 1.3121  0.0460
H: 0.5937 -2.6037 0.0002  -0.0080
H: -0.5378 -2.2686 1.4685  -0.0036
H: 1.3583 -2.4268 1.7704  0.0072
B: 0.3298 1.1505 -0.6676  -0.3139
H: 0.8893 1.0678 0.3933  0.0085
H: 0.6171 0.1562 -1.2489  -0.0007
H: -0.8511 1.1654 -0.4527  0.0086
H: 0.7670 2.1351 -1.1830  0.0534
C: 2.1563 -1.3588 -3.5388  -0.1123
O: 1.2634 -1.8558 -2.5363  -0.1515
H: 1.6757 -1.3296 -4.5179  0.0874
H: 2.4061 -0.3375 -3.2573  0.0783
H: 3.0669 -1.9580 -3.5926  0.0874
H: 1.0115 -2.7485 -2.7916  0.0942
C: 1.7359 -0.6625 3.4270  -0.0547
O: 0.9784 -0.0564 2.3530  -0.1960
H: 2.7514 -0.8782 3.1031  0.0971
H: 1.7278 0.0068 4.2842  0.1051
H: 1.2520 -1.5920 3.7069  0.0874
H: 1.0069 0.8986 2.4611  0.1202
C: -2.0469 -0.6282 2.6297  -0.0619
O: -1.4764 -0.1775 1.4002  -0.2302
H: -2.5443 0.2038 3.1286  0.1061
H: -2.7827 -1.4175 2.4618  0.1015
H: -1.2605 -1.0121 3.2721  0.0848
H: -2.0899 0.4633 0.9793  0.0594
C: 3.4005 0.0597 -0.1626  -0.0296
O: 2.3515 -0.9257 0.0115  -0.2266
H: 3.7716 0.0359 -1.1833  0.0972
H: 2.9935 1.0284 0.0968  0.0848
H: 4.2100 -0.1828 0.5255  0.1023
H: 2.7151 -1.7795 -0.2405  0.1166
C: 0.2804 5.1000 -0.5728  -0.1669
O: -0.8161 4.2057 -0.6132  -0.1402
H: -0.0754 6.0674 -0.2218  0.0789
H: 1.0673 4.7558 0.1051  0.0739
H: 0.7050 5.2772 -1.5672  0.0795
H: -0.4706 3.3401 -0.8526  -0.0144
C: -3.4765 1.4947 -1.2062  -0.1046
O: -3.2172 1.4528 0.1921  -0.1240
H: -3.6480 2.5078 -1.5674  0.0970
H: -2.5834 1.1339 -1.7156  0.0688
H: -4.3024 0.8315 -1.4740  0.0881
H: -3.9662 1.8273 0.6645  0.1116
C: -2.2341 -2.3195 -0.8382  -0.0322
O: -1.1914 -1.3283 -0.9760  -0.2226
H: -2.0420 -3.1502 -1.5182  0.1055
H: -2.2365 -2.6905 0.1778  0.0832
H: -3.1823 -1.8641 -1.1181  0.0985
H: -1.1319 -1.0635 -1.8995  0.1114

---

Q: What is the formula in the third record?
A: C7H36B2CrO7

---

Q: The lowest calculated total energy belongs to which entry?
A: C40H40IrN4P2S2

---

Q: Among the records above, which one has the lowest relative energy (zero: lowest compared OMol25 entry of this formula, charge and spin)?
A: C7H36B2CrO7

---

Q: The highest relative energy (zero: lowest compared OMol25 entry of this formula, charge and spin) belongs to which entry?
A: C40H40IrN4P2S2